Record 1
This record from the Open Molecules 2025 dataset describes a structure of composition C21H36AuNO7PSe in a non-equilibrium geometry. The level of theory is ωB97M-V/def2-TZVPD.

The frontier orbital gap (spin up / spin down) comes out at 5.4 / 5.8 eV. The value obtained for the strongest force on any atom is 2.324 eV Å⁻¹. The total energy comes out at -4281.5472 Ha. The charge is -1. Its HOMO energy (spin up / spin down) is -4.66 / -4.73 eV.

Each line ends with the Mulliken charge.
Element x y z (Å)
Au (-0.243, -0.017, 0.532)  0.38
C (-7.249, 2.773, 2.744)  -0.91
O (-6.361, 1.725, 2.456)  -0.45
C (-5.023, 2.005, 2.380)  0.81
C (-4.472, 3.271, 2.626)  -0.90
C (-3.108, 3.449, 2.576)  -1.36
C (-2.216, 2.406, 2.324)  0.75
C (-0.786, 2.614, 2.252)  0.91
C (-0.262, 4.039, 2.323)  -2.03
O (0.047, 1.705, 2.176)  -0.50
C (-2.771, 1.099, 2.065)  -0.40
O (-2.065, 0.061, 1.923)  1.56
C (-4.187, 0.961, 2.069)  -0.24
H (-8.246, 2.330, 2.743)  0.26
H (-7.204, 3.560, 1.986)  0.35
H (-7.055, 3.214, 3.731)  0.34
H (-5.107, 4.117, 2.835)  0.37
H (-2.725, 4.440, 2.766)  0.37
H (-0.365, 4.419, 3.340)  0.40
H (-0.805, 4.687, 1.642)  0.46
H (0.790, 4.030, 2.048)  0.37
H (-4.600, -0.015, 1.868)  0.51
O (-1.736, 1.338, -2.986)  -0.73
Se (-1.899, 0.987, -1.448)  1.21
O (-1.505, -0.615, -1.159)  -0.69
O (-0.748, 1.752, -0.515)  -0.65
O (-3.365, 1.329, -0.940)  -0.65
C (1.336, -0.228, 4.123)  -2.01
C (1.771, -1.684, 3.961)  2.24
C (1.744, -2.382, 5.318)  -1.84
C (3.199, -1.632, 3.419)  -2.02
P (0.705, -2.453, 2.545)  1.02
N (0.767, -1.457, 1.355)  -1.06
C (-1.038, -2.931, 3.235)  2.63
C (-1.513, -1.759, 4.092)  -1.72
C (-1.122, -4.210, 4.067)  -2.13
C (-1.975, -3.016, 2.030)  -1.64
C (1.579, -4.060, 1.905)  1.88
C (0.561, -4.764, 1.007)  -1.98
C (2.745, -3.662, 0.996)  -1.75
C (2.059, -5.013, 2.997)  -1.87
H (2.107, 0.326, 4.662)  0.60
H (0.407, -0.120, 4.670)  0.18
H (1.205, 0.230, 3.147)  0.26
H (2.479, -1.902, 5.967)  0.51
H (1.994, -3.437, 5.257)  0.25
H (0.775, -2.285, 5.798)  0.29
H (3.796, -0.934, 4.007)  0.59
H (3.166, -1.271, 2.394)  0.41
H (3.696, -2.598, 3.457)  0.25
H (-1.046, -1.738, 5.074)  0.16
H (-2.591, -1.829, 4.241)  0.75
H (-1.317, -0.831, 3.562)  -0.15
H (-0.426, -4.206, 4.903)  0.29
H (-0.953, -5.100, 3.467)  0.29
H (-2.131, -4.287, 4.476)  0.55
H (-1.851, -2.134, 1.405)  0.28
H (-3.010, -3.038, 2.375)  0.53
H (-1.810, -3.898, 1.422)  0.26
H (0.138, -4.040, 0.314)  0.37
H (-0.235, -5.233, 1.578)  0.26
H (1.045, -5.552, 0.427)  0.63
H (2.444, -2.811, 0.390)  0.31
H (2.998, -4.490, 0.333)  0.51
H (3.643, -3.404, 1.546)  0.31
H (1.271, -5.249, 3.705)  0.26
H (2.905, -4.600, 3.542)  0.25
H (2.389, -5.947, 2.540)  0.51

---

Record 2
This record from the Open Molecules 2025 dataset describes a structure of composition C21H36EuP2 in a non-equilibrium geometry. The level of theory is ωB97M-V/def2-TZVPD.

The frontier orbital gap (spin up / spin down) comes out at 5.3 / 5.3 eV. The value obtained for the strongest force on any atom is 3.827 eV Å⁻¹. As for the expectation value of S²: 15.76. The total energy comes out at -2214.5200 Ha. The charge is 0. Its HOMO energy (spin up / spin down) is -5.57 / -5.62 eV. The spin multiplicity is 8.

Each line ends with the Mulliken charge.
Element x y z (Å)
P (0.362, -2.085, -2.096)  0.47
P (-0.068, 2.260, -1.749)  0.66
C (-0.194, -0.531, -3.046)  0.55
C (0.475, 0.856, -2.925)  0.33
H (-1.296, -0.460, -2.999)  0.78
H (-0.012, -0.902, -4.055)  -1.55
H (1.567, 0.782, -2.824)  0.45
H (0.292, 1.345, -3.894)  -1.26
C (-1.652, 2.735, -2.553)  -1.24
H (-2.173, 3.410, -1.861)  0.42
H (-2.301, 1.863, -2.753)  0.36
H (-1.473, 3.272, -3.497)  0.33
C (1.072, 3.588, -2.232)  -1.27
H (0.740, 4.159, -3.111)  0.39
H (2.064, 3.158, -2.436)  0.40
H (1.145, 4.268, -1.381)  0.38
C (-0.820, -3.275, -2.849)  -1.11
H (-0.867, -4.140, -2.182)  0.37
H (-0.470, -3.601, -3.841)  0.31
H (-1.812, -2.808, -2.938)  0.38
C (1.967, -2.510, -2.858)  -1.06
H (2.618, -1.611, -2.853)  0.32
H (1.843, -2.887, -3.897)  0.31
H (2.405, -3.306, -2.231)  0.38
Eu (-1.075, -0.164, -0.485)  0.72
C (0.489, 1.617, -6.093)  -0.08
C (-0.852, 1.645, -5.972)  0.04
C (-1.779, 0.935, -6.916)  -0.99
C (-1.451, -0.555, -7.202)  -0.95
C (-0.646, -1.311, -6.180)  0.13
C (0.700, -1.375, -6.147)  -0.08
C (1.606, -0.560, -7.034)  -1.05
C (1.241, 0.938, -7.203)  -0.93
C (-0.111, -1.723, 1.163)  -1.37
H (1.131, 2.228, -5.443)  0.46
H (-1.347, 2.310, -5.270)  0.18
H (-1.829, 1.450, -7.901)  0.30
H (-2.805, 0.987, -6.524)  0.34
H (-2.416, -1.081, -7.306)  0.48
H (-0.980, -0.622, -8.194)  0.32
H (-1.245, -1.943, -5.501)  0.26
H (1.206, -2.155, -5.579)  0.33
H (1.646, -0.998, -8.056)  0.30
H (2.642, -0.626, -6.664)  0.36
H (2.191, 1.485, -7.333)  0.46
H (0.717, 1.055, -8.162)  0.33
H (0.511, -1.019, 1.774)  0.27
H (0.496, -2.562, 0.812)  0.41
H (-0.937, -2.066, 1.804)  0.30
C (-0.365, 3.266, 3.853)  -0.46
C (-1.444, 2.413, 3.575)  -0.46
C (-1.436, 1.615, 2.392)  -0.49
C (-0.396, 1.773, 1.508)  0.32
C (0.713, 2.545, 1.772)  -0.57
C (0.714, 3.345, 2.951)  -0.37
H (-0.369, 3.884, 4.757)  0.33
H (-2.281, 2.315, 4.279)  0.29
H (-2.243, 0.888, 2.235)  0.09
H (1.583, 2.559, 1.122)  0.36
H (1.574, 3.979, 3.165)  0.33

---

Record 3
This record from the Open Molecules 2025 dataset describes a structure of composition C21H36I2N2O3PdSi. The level of theory is ωB97M-V/def2-TZVPD.

The frontier orbital gap comes out at 6.9 eV. The value obtained for the strongest force on any atom is 0.278 eV Å⁻¹. The total energy comes out at -2169.8976 Ha. The charge is 0. Its HOMO energy is -8.43 eV.

Each line ends with the Mulliken charge.
Element x y z (Å)
Pd (0.157, -0.428, -0.450)  -0.34
O (-3.374, 1.554, 0.130)  -0.71
C (-2.429, 0.891, -0.263)  -0.44
O (-1.225, 0.962, 0.176)  -0.29
C (-2.686, -0.091, -1.404)  1.01
C (-3.950, -0.194, -1.963)  -0.66
C (-4.148, -1.080, -3.007)  -0.49
C (-3.076, -1.830, -3.465)  -0.67
C (-1.848, -1.672, -2.846)  -0.38
N (-1.659, -0.828, -1.831)  0.20
H (-4.739, 0.428, -1.564)  0.50
H (-5.123, -1.180, -3.465)  0.43
H (-3.183, -2.526, -4.285)  0.44
H (-0.983, -2.244, -3.163)  0.35
I (1.559, -2.346, -1.403)  0.26
I (2.832, -1.242, -3.489)  -0.22
C (0.555, 1.467, 2.307)  -1.26
Si (1.628, 0.467, 1.132)  1.04
C (2.743, 1.697, 0.171)  2.43
C (1.948, 2.244, -1.022)  -1.78
C (3.114, 2.884, 1.075)  -1.87
C (4.031, 1.057, -0.352)  -1.60
C (2.599, -0.757, 2.262)  2.76
C (3.424, -1.851, 1.581)  -1.79
C (3.544, 0.060, 3.161)  -2.06
C (1.574, -1.456, 3.164)  -2.18
H (1.143, 1.828, 3.155)  0.37
H (-0.276, 0.874, 2.689)  0.17
H (0.116, 2.320, 1.793)  0.35
H (0.979, 2.649, -0.718)  0.34
H (1.761, 1.469, -1.771)  0.16
H (2.515, 3.047, -1.508)  0.53
H (2.232, 3.443, 1.390)  0.34
H (3.761, 3.572, 0.520)  0.55
H (3.654, 2.575, 1.971)  0.30
H (3.834, 0.174, -0.962)  0.02
H (4.703, 0.764, 0.456)  0.28
H (4.568, 1.774, -0.983)  0.52
H (4.043, -1.488, 0.760)  0.24
H (2.782, -2.645, 1.199)  0.25
H (4.091, -2.309, 2.320)  0.52
H (4.376, 0.489, 2.600)  0.36
H (3.972, -0.601, 3.923)  0.55
H (3.035, 0.871, 3.684)  0.32
H (0.858, -2.023, 2.565)  0.10
H (1.028, -0.748, 3.790)  0.43
H (2.085, -2.163, 3.829)  0.56
O (0.019, -3.495, 0.553)  -0.56
C (-1.097, -3.457, 1.077)  0.36
C (-1.330, -3.800, 2.531)  -0.94
C (-1.756, -2.583, 3.397)  -0.99
C (-2.253, -1.369, 2.613)  0.70
C (-3.540, -1.598, 1.821)  -0.51
C (-3.497, -2.869, 0.969)  -1.06
N (-2.195, -3.125, 0.367)  0.07
H (-0.407, -4.240, 2.903)  0.38
H (-2.099, -4.573, 2.572)  0.45
H (-0.899, -2.272, 3.992)  0.32
H (-2.523, -2.906, 4.107)  0.45
H (-1.463, -1.032, 1.933)  -0.93
H (-2.415, -0.537, 3.301)  0.80
H (-3.728, -0.723, 1.196)  0.06
H (-4.389, -1.680, 2.506)  0.51
H (-4.224, -2.814, 0.159)  0.47
H (-3.771, -3.739, 1.567)  0.36
H (-2.005, -2.765, -0.555)  0.10